Molecular formula: C6H14O2
Method: DFT, ωB97M-V/def2-TZVPD

Geometry (Å):
C (-0.776, -2.140, -0.270)
C (-0.873, -0.861, 0.510)
C (-2.106, -0.334, 0.646)
C (2.267, 1.030, 1.687)
C (1.079, 0.574, 1.031)
C (0.373, -0.531, 1.260)
H (-0.080, -1.961, -1.145)
H (-0.483, -3.042, 0.485)
H (-1.782, -2.422, -0.689)
H (-2.995, -0.872, 0.274)
H (-2.275, 0.652, 0.990)
H (2.866, 1.407, 0.866)
H (2.759, 0.358, 2.427)
H (1.885, 2.013, 2.138)
H (0.654, 1.273, 0.290)
H (0.625, -1.283, 2.060)
H (1.951, 1.102, -1.771)
H (0.533, 1.907, -1.837)
O (1.335, 1.616, -1.303)
H (-1.631, -0.273, -2.580)
H (-1.820, 1.186, -2.207)
O (-1.504, 0.601, -2.863)

Calculated values
- molecular weight (g/mol) = 118.18
- highest occupied orbital energy (eV) = -8.589
- E_tot (eV) = -10541.3695
- SMILES = C=C(C)/C=C/C.O.O
- HOMO-LUMO gap (eV) = 9.234